(1)
{
  "formula": "C5H19N2O5",
  "method": "ωB97M-V/def2-TZVPD",
  "lumo_ev": [-7.6428, -11.0528],
  "homo_ha": [-0.608, -0.608],
  "charge": 2,
  "spin_multiplicity": 2,
  "s2": 0.76,
  "elements": ["O", "C", "C", "C", "C", "C", "N", "N", "H", "H", "H", "H", "H", "H", "H", "H", "H", "H", "H", "H", "H", "O", "H", "H", "O", "H", "H", "O", "H", "H", "O"],
  "positions_angstrom": [[1.660, 1.057, 2.653], [2.308, 0.797, 1.688], [1.840, 0.944, 0.242], [2.081, -0.396, -0.490], [1.579, -0.518, -1.903], [0.993, 0.543, -2.592], [1.334, -1.769, -2.293], [0.335, 1.169, 0.442], [3.364, 0.479, 1.818], [2.370, 1.746, -0.281], [3.177, -0.580, -0.452], [1.837, -1.278, 0.111], [0.400, 0.366, -3.482], [1.270, 1.564, -2.348], [-0.273, 0.898, -0.334], [1.528, -2.601, -1.743], [1.107, -1.993, -3.262], [-0.004, 0.771, 1.345], [0.178, 2.179, 0.531], [-2.889, 2.465, 1.193], [-2.431, 3.250, -0.038], [-2.115, 2.691, 0.673], [-3.016, -1.143, -1.987], [-1.570, -1.461, -1.991], [-2.224, -0.991, -1.459], [-1.255, -1.043, 3.079], [-1.705, 0.278, 3.483], [-1.163, -0.120, 2.798], [-2.633, -3.198, 1.670], [-3.326, -1.867, 1.130], [-2.759, -2.240, 1.800]]
}

=====

(2)
{
  "formula": "C5H19NO3S",
  "method": "ωB97M-V/def2-TZVPD",
  "lumo_ev": 0.5272,
  "homo_ha": -0.320,
  "charge": 0,
  "smiles": "CN[C@H](C)CCS.O.O.O",
  "elements": ["C", "N", "C", "C", "C", "C", "S", "H", "H", "H", "H", "H", "H", "H", "H", "H", "H", "H", "H", "H", "O", "H", "H", "O", "H", "H", "O", "H", "H"],
  "positions_angstrom": [[-2.475, 0.675, -0.427], [-1.070, 1.024, -0.506], [-0.143, 0.244, 0.322], [-0.390, 0.349, 1.842], [1.293, 0.539, -0.044], [1.667, 0.316, -1.496], [1.295, -1.348, -2.131], [-3.059, 1.450, -0.912], [-2.817, 0.565, 0.604], [-2.671, -0.227, -1.010], [-0.912, 2.018, -0.384], [-0.454, -0.779, 0.098], [-1.440, 0.570, 2.035], [0.114, 1.210, 2.274], [-0.197, -0.587, 2.349], [1.909, -0.039, 0.646], [1.518, 1.558, 0.297], [2.755, 0.383, -1.539], [1.282, 1.041, -2.206], [-0.025, -1.307, -1.906], [2.339, -3.131, 0.833], [2.943, -2.417, 0.590], [1.573, -2.863, 0.300], [-0.282, 4.029, -0.285], [-0.493, 3.601, -1.126], [0.630, 4.302, -0.447], [-0.937, -3.522, 0.447], [-0.575, -4.407, 0.530], [-1.378, -3.247, 1.252]]
}

=====

(3)
{
  "formula": "C5H19NO4S",
  "method": "ωB97M-V/def2-TZVPD",
  "lumo_ev": 0.2553,
  "homo_ha": -0.313,
  "charge": 0,
  "smiles": "OCCNCCCS.O.O.O",
  "elements": ["O", "C", "C", "N", "C", "C", "C", "S", "H", "H", "H", "H", "H", "H", "H", "H", "H", "H", "H", "H", "H", "O", "H", "H", "O", "H", "H", "O", "H", "H"],
  "positions_angstrom": [[0.527, -1.015, -3.044], [0.804, -1.860, -2.018], [1.446, -1.263, -0.672], [0.542, -1.579, 0.403], [0.676, -0.569, 1.481], [-0.523, 0.376, 1.386], [-1.859, 0.035, 1.683], [-2.157, -0.645, 3.372], [0.887, -0.070, -2.810], [1.437, -2.627, -2.494], [-0.208, -2.240, -1.756], [1.545, -0.101, -0.839], [2.427, -1.753, -0.700], [0.318, -2.594, 0.531], [0.564, -1.133, 2.468], [1.638, -0.201, 1.416], [-0.540, 0.583, 0.180], [-0.150, 1.300, 1.774], [-2.385, -0.783, 1.140], [-2.451, 0.954, 1.584], [-1.872, -1.967, 3.249], [-1.405, 0.462, -1.987], [-0.917, -0.130, -2.461], [-1.106, 0.257, -1.128], [1.726, 1.932, 0.007], [2.056, 2.425, 0.770], [0.719, 2.175, -0.003], [-0.659, 3.023, -0.233], [-0.302, 3.955, -0.164], [-0.779, 3.053, -1.130]]
}

=====

(4)
{
  "formula": "C5H19NO6",
  "method": "ωB97M-V/def2-TZVPD",
  "lumo_ev": 0.1969,
  "homo_ha": -0.348,
  "charge": 0,
  "smiles": "N[C@H](C=O)CCCO.O.O.O.O",
  "elements": ["N", "C", "C", "O", "C", "C", "C", "O", "H", "H", "H", "H", "H", "H", "H", "H", "H", "H", "H", "O", "H", "H", "O", "H", "H", "O", "H", "H", "O", "H", "H"],
  "positions_angstrom": [[0.496, -1.990, -0.332], [0.841, -0.642, 0.069], [2.007, -0.534, 1.027], [2.076, -1.144, 2.073], [-0.441, -0.083, 0.784], [-1.529, 0.193, -0.271], [-1.120, 1.083, -1.430], [-0.245, 2.160, -1.199], [1.258, -2.425, -0.849], [0.392, -2.593, 0.475], [0.979, 0.020, -0.775], [2.790, 0.227, 0.855], [-0.760, -0.894, 1.435], [-0.351, 0.831, 1.373], [-1.930, -0.740, -0.663], [-2.335, 0.724, 0.225], [-2.040, 1.345, -1.984], [-0.636, 0.538, -2.257], [-0.606, 2.824, -0.597], [2.718, 2.381, -0.923], [2.955, 2.240, -1.843], [1.787, 2.125, -0.898], [-1.420, -2.472, -2.684], [-0.777, -2.288, -1.982], [-1.758, -1.616, -2.955], [-0.256, -2.533, 2.798], [-0.982, -2.293, 3.378], [0.612, -2.294, 3.175], [-2.379, 3.134, 0.347], [-2.370, 2.917, 1.283], [-3.278, 3.028, 0.023]]
}

=====

(5)
{
  "formula": "C5H19NO6",
  "method": "ωB97M-V/def2-TZVPD",
  "lumo_ev": [-3.5633, -9.1161],
  "homo_ha": [-0.521, -0.521],
  "charge": 1,
  "spin_multiplicity": 2,
  "s2": 0.77,
  "elements": ["O", "C", "N", "C", "C", "C", "C", "H", "H", "H", "H", "H", "H", "H", "H", "H", "H", "H", "O", "H", "H", "O", "H", "H", "O", "H", "H", "O", "H", "H", "O"],
  "positions_angstrom": [[1.949, 0.030, 0.960], [0.990, 0.747, 1.297], [-0.230, 0.462, 0.784], [-1.245, 1.509, 1.001], [-1.632, 2.294, -0.426], [-0.595, 3.364, -0.686], [0.397, 3.043, -1.500], [1.009, 1.587, 1.968], [-0.476, -0.404, 0.172], [-2.246, 1.094, 1.156], [-1.037, 2.239, 1.738], [-2.597, 2.782, -0.402], [-1.533, 1.586, -1.304], [-0.770, 4.229, -0.132], [0.518, 2.104, -1.945], [1.383, 3.604, -1.503], [1.827, -2.068, -2.723], [0.417, -1.752, -3.190], [1.025, -2.510, -3.192], [-1.767, -1.148, 2.375], [-2.527, -2.450, 2.143], [-2.592, -1.498, 2.202], [0.230, -2.858, -0.087], [0.007, -2.540, -1.584], [-0.055, -2.286, -0.651], [1.034, -3.534, 2.419], [-0.132, -2.588, 2.406], [0.125, -3.372, 2.870], [3.449, -0.133, -1.815], [2.408, -0.842, -0.690], [2.665, -0.694, -1.659]]
}

=====

(6)
{
  "formula": "C5H19NO7",
  "method": "ωB97M-V/def2-TZVPD",
  "lumo_ev": 0.7118,
  "homo_ha": -0.374,
  "charge": 0,
  "smiles": "C[C@H](CC=O)NC=O.O.O.O.O.O",
  "elements": ["C", "C", "C", "C", "O", "N", "C", "O", "H", "H", "H", "H", "H", "H", "H", "H", "H", "O", "H", "H", "O", "H", "H", "O", "H", "H", "O", "H", "H", "O", "H", "H"],
  "positions_angstrom": [[-3.172, -0.671, -1.521], [-1.999, -0.830, -0.536], [-2.385, -0.309, 0.862], [-1.293, -0.617, 1.858], [-0.665, -1.636, 1.778], [-0.838, -0.021, -0.983], [-0.458, 0.166, -2.253], [0.533, 0.868, -2.493], [-3.413, 0.358, -1.747], [-2.952, -1.191, -2.432], [-4.171, -1.085, -1.110], [-1.664, -1.895, -0.503], [-2.621, 0.790, 0.810], [-3.302, -0.801, 1.204], [-1.158, 0.117, 2.738], [-0.243, 0.371, -0.161], [-1.044, -0.266, -3.117], [0.592, 2.955, -0.806], [0.554, 2.256, -1.478], [1.410, 3.443, -0.924], [1.917, -1.975, 2.469], [1.842, -1.816, 3.443], [0.997, -1.926, 2.217], [2.740, 0.272, 1.289], [2.869, 0.068, 0.426], [2.576, -0.606, 1.715], [2.757, -0.187, -1.365], [3.457, 0.079, -1.928], [1.934, 0.270, -1.738], [0.256, 1.266, 1.249], [0.362, 2.040, 0.704], [1.228, 0.982, 1.330]]
}

=====

Number 1: electronic energy -686.9477 hartree, M 187.22 u. Number 2: electronic energy -880.5394 hartree, M 173.28 u. Number 3: electronic energy -955.6807 hartree, M 189.28 u. Number 4: electronic energy -708.0774 hartree, M 189.21 u. Number 5: electronic energy -707.6843 hartree, M 189.21 u. Number 6: electronic energy -783.3696 hartree, M 205.21 u.